Entry 1:
{
  "formula": "C7H17N2OS",
  "method": "ωB97M-V with the def2-TZVPD basis set",
  "symbols": ["S", "O", "N", "N", "C", "C", "C", "C", "C", "C", "C", "H", "H", "H", "H", "H", "H", "H", "H", "H", "H", "H", "H", "H", "H", "H", "H", "H"],
  "coordinates": [[-0.9251, -0.8642, 0.3734], [-0.0650, -2.0004, 0.3053], [-0.1504, 0.0180, 2.0022], [-0.7805, 0.2519, -0.6430], [-2.5680, -1.2962, 1.1829], [0.0794, 1.5544, -2.3014], [0.3659, 0.2667, -1.5011], [0.2702, -0.8163, 3.1055], [-0.2310, 1.2824, 2.0999], [0.5181, -0.9852, -2.3849], [1.7488, 0.5402, -0.8991], [-2.3732, -1.2857, 2.2307], [0.9494, -1.7863, -1.8923], [-0.2157, 2.4311, -1.6450], [1.2536, -1.1593, 3.0175], [1.8957, 1.3851, -0.2297], [-0.2007, -1.8234, 3.0653], [0.1482, -0.4017, 4.0352], [2.0354, -0.2191, -0.3032], [-3.2311, -0.4075, 0.8057], [1.0848, -0.9188, -3.3542], [-0.3636, -1.4989, -2.7577], [0.1108, 1.8752, 2.8280], [-0.6564, 1.3825, -2.9796], [-0.6281, 2.0019, 1.2957], [0.8120, 1.9062, -3.0028], [2.5719, 0.5681, -1.5749], [-2.6841, -2.2617, 0.8443]],
  "forces_ev_per_angstrom": [[1.307, 1.097, -0.721], [-0.256, -0.770, 0.717], [-0.806, 0.906, 0.463], [-2.554, -1.887, 2.817], [0.865, 4.805, -1.683], [0.738, 1.253, 1.164], [2.221, 2.017, -2.875], [-0.656, -2.390, -1.564], [-1.422, -0.392, -4.378], [-0.562, 0.164, -2.232], [-0.670, 1.206, 0.571], [0.059, 0.209, 0.733], [1.375, -1.268, 1.426], [0.396, -1.190, -0.612], [1.960, 0.156, -0.501], [-0.677, 0.661, -0.283], [-0.483, 0.849, -0.060], [-0.525, 1.266, 2.116], [0.811, -3.147, 2.249], [0.742, -2.187, 0.818], [-0.134, 0.878, 1.135], [-0.995, 0.721, 0.211], [1.510, 1.361, 3.653], [-3.010, -0.551, -1.560], [0.311, -1.979, 0.484], [1.326, -0.084, 0.258], [0.043, 0.279, -1.278], [-0.915, -1.983, -1.067]],
  "lowdin_charge": [0.873, -0.279, -0.156, -0.146, -0.031, -0.052, -0.625, -0.037, 0.113, -0.040, -0.045, 0.046, 0.040, 0.110, 0.093, 0.090, 0.115, 0.079, 0.031, 0.131, 0.121, 0.088, 0.072, 0.043, 0.145, 0.088, 0.097, 0.039],
  "total_charge": 1,
  "lumo_energy_ha": -0.1599,
  "smiles": "C=[N+](C)[S@](C)(=O)=NC(C)(C)C",
  "relative_energy_kj_mol": 424.6,
  "homo_energy_ha": -0.510
}

Entry 2:
{
  "formula": "C32H62O8",
  "method": "ωB97M-V with the def2-TZVPD basis set",
  "symbols": ["O", "O", "O", "O", "O", "O", "O", "O", "C", "C", "C", "C", "C", "C", "C", "C", "C", "C", "C", "C", "C", "C", "C", "C", "C", "C", "C", "C", "C", "C", "C", "C", "C", "C", "C", "C", "C", "C", "C", "C", "H", "H", "H", "H", "H", "H", "H", "H", "H", "H", "H", "H", "H", "H", "H", "H", "H", "H", "H", "H", "H", "H", "H", "H", "H", "H", "H", "H", "H", "H", "H", "H", "H", "H", "H", "H", "H", "H", "H", "H", "H", "H", "H", "H", "H", "H", "H", "H", "H", "H", "H", "H", "H", "H", "H", "H", "H", "H", "H", "H", "H", "H"],
  "coordinates": [[3.8107, 1.0894, 5.6029], [-7.8967, -1.8138, -3.6527], [-4.2999, -0.1806, -2.3848], [5.6051, 0.9400, 4.3025], [2.0087, -2.8366, -5.2419], [-1.1742, 0.7117, 1.4634], [-1.8123, 4.2708, -2.8695], [1.9710, -0.0785, 10.9618], [-6.7953, -3.6659, -2.6588], [3.5866, -1.7205, -6.6247], [4.2840, 0.7259, 0.0427], [3.9754, -1.2784, 10.5128], [-7.8913, -3.0072, -3.4599], [-0.8171, -0.2305, 2.4500], [2.4973, 0.5098, 5.6150], [-1.2209, 6.0849, -1.4516], [2.7568, 1.7264, 2.8718], [3.5750, 1.1114, 9.6667], [-8.9733, -3.9052, -4.0080], [-1.9557, 0.2055, 0.3877], [-4.0735, 2.1785, -2.5194], [2.3958, -2.5480, -1.1263], [2.4802, -0.3831, 4.3762], [-6.2486, 0.9469, -3.1481], [2.8355, -1.4374, -0.1609], [2.2522, 1.6782, 1.4212], [2.3934, -2.6077, -6.3639], [1.7049, -3.1914, -7.5736], [-1.1400, -0.4306, -0.7243], [1.2887, -2.1235, -2.1055], [-0.7192, -1.8825, -0.4719], [3.0589, -0.0796, 10.4368], [3.7015, -0.3809, -0.8470], [-0.1271, -2.5493, -1.7167], [3.3385, 1.8952, 0.3565], [-2.4640, 6.4115, -3.6769], [3.3728, 0.4123, 3.4130], [-4.8244, 0.8771, -2.6584], [4.4336, 0.8037, 4.4203], [-1.8301, 5.4646, -2.6857], [3.7438, -0.2405, 2.6284], [-4.5898, 2.8320, -1.8129], [-9.6968, -3.3130, -4.5627], [-1.6189, -2.4457, -0.1886], [-7.2203, -4.1762, -1.7926], [-3.0626, 1.9936, -2.1676], [3.9422, 2.7513, 0.6795], [-1.7619, -0.4132, -1.6275], [3.2920, -0.8688, -7.2400], [-0.7838, -2.2869, -2.5566], [-9.4767, -4.4248, -3.1910], [3.5011, 2.5264, 2.9520], [2.8331, 1.9061, 9.6813], [-0.1839, -3.6391, -1.6172], [4.5031, 1.4745, 10.1106], [-6.0808, -2.9147, -2.3285], [3.1466, 0.0750, -1.6749], [1.4993, -2.5541, -3.0874], [-3.2673, 6.9732, -3.1973], [0.2463, -0.4827, 2.3765], [-0.8009, 5.3060, -0.8200], [4.7030, 0.3016, 0.9593], [-6.8452, 1.5561, -2.4657], [-2.8647, 5.8495, -4.5169], [2.3667, -0.0911, 6.5167], [-4.0207, 2.6925, -3.4796], [2.8541, 2.1877, -0.5829], [1.9217, 2.0026, 3.5219], [3.3688, -1.8618, 0.6994], [3.9909, -1.3640, -5.6806], [-0.2606, 0.1939, -0.9196], [-6.2824, -4.4108, -3.2697], [-8.5360, -4.6576, -4.6664], [4.2018, -1.6413, 9.5087], [3.0766, -1.2646, 4.6539], [1.6950, 0.7540, 1.2538], [1.3039, -1.0371, -2.2593], [1.3452, -2.3909, -8.2222], [1.9273, -0.9705, 0.2359], [2.0130, -3.3826, -0.5253], [-2.7151, -0.4934, 0.7683], [-1.0212, 0.1940, 3.4374], [5.1434, 1.1443, -0.4937], [-1.7231, 7.1267, -4.0381], [-6.6670, -0.0537, -3.2059], [-1.9810, 6.6355, -0.8945], [-0.0440, -1.9524, 0.3889], [3.2698, -2.9026, -1.6827], [1.7280, 1.2842, 5.5773], [2.4073, -3.7991, -8.1467], [3.4981, -2.0686, 11.0870], [4.3556, -2.2759, -7.1645], [-2.5004, 1.0661, -0.0107], [1.5160, 2.4817, 1.3133], [1.5348, -0.7926, 4.0266], [4.9174, -0.9999, 10.9880], [3.7832, 0.8253, 8.6336], [-1.3878, -1.1612, 2.3498], [-0.4360, 6.7884, -1.7345], [4.5514, -0.9074, -1.3017], [-6.2810, 1.4103, -4.1363], [0.8664, -3.8063, -7.2566]],
  "forces_ev_per_angstrom": [[-0.208, -0.283, 0.306], [-0.170, -0.068, -0.075], [-0.012, -0.048, 0.027], [0.759, 0.093, -0.271], [0.035, -0.057, -0.123], [-0.123, -0.061, 0.132], [0.014, 0.019, -0.040], [-0.018, -0.005, -0.005], [0.041, 0.128, 0.005], [-0.001, 0.001, 0.122], [-0.016, 0.143, -0.143], [-0.110, -0.045, 0.074], [0.107, -0.044, 0.058], [-0.070, -0.103, -0.103], [-0.554, -0.377, -0.250], [0.023, -0.128, 0.021], [-0.054, -0.208, -0.275], [-0.166, 0.032, 0.021], [-0.042, 0.123, -0.044], [-0.046, 0.201, -0.089], [0.030, -0.170, 0.044], [-0.222, 0.138, 0.334], [0.661, -0.478, 0.165], [0.101, -0.153, 0.049], [-0.292, 0.165, -0.121], [-0.008, 0.111, 0.099], [0.012, 0.030, -0.028], [-0.072, -0.050, 0.092], [0.065, -0.230, -0.091], [0.094, -0.112, -0.256], [-0.246, -0.070, 0.064], [0.063, 0.002, -0.016], [0.289, -0.153, 0.134], [-0.114, 0.236, -0.045], [-0.037, -0.197, 0.095], [-0.020, -0.120, -0.057], [-0.385, -0.212, 0.241], [0.029, 0.052, 0.012], [-0.440, 0.272, -0.029], [0.018, 0.049, 0.040], [0.253, 0.220, 0.013], [-0.029, 0.046, -0.055], [0.001, -0.001, 0.001], [0.053, 0.073, 0.012], [-0.001, -0.059, -0.028], [0.014, 0.026, -0.018], [-0.049, -0.004, -0.069], [0.063, 0.009, 0.059], [0.019, -0.025, -0.054], [0.000, -0.138, 0.059], [0.034, -0.054, -0.005], [-0.084, -0.009, -0.001], [0.000, -0.003, -0.005], [0.155, 0.054, 0.039], [0.053, -0.044, -0.057], [0.002, -0.001, -0.009], [0.025, -0.010, 0.044], [-0.036, 0.099, 0.170], [0.035, 0.051, 0.013], [-0.050, -0.003, 0.007], [-0.001, 0.000, 0.000], [-0.010, -0.011, -0.060], [0.008, 0.078, -0.056], [0.002, 0.002, 0.001], [0.093, 0.266, 0.093], [-0.045, 0.052, 0.014], [0.027, 0.017, 0.072], [0.071, 0.050, -0.028], [0.061, 0.023, -0.116], [-0.003, -0.001, -0.001], [-0.088, 0.051, 0.017], [-0.034, -0.052, 0.023], [0.003, -0.046, 0.044], [0.059, 0.033, -0.005], [-0.147, -0.055, -0.103], [0.044, 0.059, -0.048], [0.048, -0.056, 0.062], [0.049, -0.001, -0.039], [0.088, -0.024, 0.051], [0.156, -0.071, -0.141], [0.105, -0.008, -0.021], [0.091, 0.007, -0.027], [-0.066, 0.007, 0.054], [-0.016, 0.046, 0.039], [-0.022, 0.057, -0.005], [0.015, 0.056, -0.024], [0.050, -0.031, -0.123], [-0.051, -0.053, 0.087], [0.185, 0.100, 0.118], [0.013, 0.045, -0.043], [0.002, 0.001, -0.001], [-0.016, 0.023, -0.057], [0.112, -0.016, 0.055], [0.036, -0.080, -0.021], [-0.169, 0.593, 0.007], [0.033, 0.009, -0.055], [0.104, 0.033, 0.005], [0.001, 0.088, 0.030], [-0.036, 0.051, 0.005], [-0.113, 0.013, -0.032], [-0.015, 0.092, 0.038], [0.001, 0.001, 0.000]],
  "lowdin_charge": [0.019, 0.061, 0.059, 0.152, 0.067, -0.187, 0.063, 0.067, -0.015, -0.021, -0.201, -0.026, -0.492, -0.119, -0.158, -0.021, -0.120, -0.019, -0.024, -0.225, -0.034, -0.192, -0.109, -0.019, -0.216, -0.187, -0.494, -0.023, -0.175, -0.204, -0.209, -0.508, -0.203, -0.207, -0.190, -0.023, -0.200, -0.490, -0.478, -0.498, 0.126, 0.090, 0.080, 0.114, 0.086, 0.060, 0.108, 0.101, 0.085, 0.111, 0.084, 0.126, 0.083, 0.110, 0.087, 0.078, 0.108, 0.074, 0.085, 0.051, 0.080, 0.097, 0.088, 0.080, 0.119, 0.082, 0.109, 0.113, 0.112, 0.081, 0.117, 0.086, 0.085, 0.082, 0.129, 0.077, 0.104, 0.085, 0.079, 0.109, 0.124, 0.089, 0.107, 0.084, 0.044, 0.085, 0.093, 0.106, 0.120, 0.084, 0.080, 0.084, 0.109, 0.113, 0.103, 0.084, 0.072, 0.091, 0.085, 0.111, 0.089, 0.081],
  "lumo_energy_ha": 0.0238,
  "smiles": "COCCCCCCCCCCCC[C@@H]1CCOC1=O.CC(C)=O.CC(C)=O.CC(C)=O.CC(C)=O.CC(C)=O",
  "relative_energy_kj_mol": 0.0,
  "homo_energy_ha": -0.338
}

Entry 3:
{
  "formula": "C36H35BaBr2N2O2P",
  "method": "ωB97M-V with the def2-TZVPD basis set",
  "symbols": ["Ba", "Br", "Br", "P", "O", "O", "N", "N", "C", "C", "C", "C", "C", "C", "C", "C", "C", "C", "C", "C", "C", "C", "C", "C", "C", "C", "C", "C", "C", "C", "C", "C", "C", "C", "C", "C", "C", "C", "C", "C", "C", "C", "C", "C", "H", "H", "H", "H", "H", "H", "H", "H", "H", "H", "H", "H", "H", "H", "H", "H", "H", "H", "H", "H", "H", "H", "H", "H", "H", "H", "H", "H", "H", "H", "H", "H", "H", "H", "H"],
  "coordinates": [[0.3875, 0.7384, 0.2210], [4.7652, -0.0143, -6.2837], [5.1593, 0.1186, -0.6781], [-0.1935, -0.4410, 3.2294], [-1.4210, 2.0191, -0.3617], [2.0735, 0.0138, -0.8408], [0.5090, -0.1411, -3.0489], [-2.0395, 2.1391, -2.5178], [-4.6669, 0.8884, 3.0262], [0.2280, -0.3671, 5.0230], [0.8259, -4.6064, 1.6218], [3.9063, -0.0366, -4.5977], [-2.9838, 3.7658, -0.9440], [-0.0789, -2.1784, 2.6745], [-4.4867, 3.4854, -1.1713], [-1.2744, 2.4780, 3.7223], [1.0431, 0.1264, 7.6693], [2.4881, -0.1204, -4.5039], [4.0496, 0.0288, -2.1972], [-0.3342, -1.1166, 6.0757], [-0.3821, -2.4793, 1.3013], [1.8880, -0.0935, -3.2228], [-0.2337, -0.2645, -4.1217], [-4.2955, 2.5340, -3.5536], [1.6076, 0.8558, 6.6366], [0.2801, -0.3220, -5.4335], [-1.9854, 0.0637, 3.2343], [0.0940, -0.8492, 7.3808], [1.2005, 0.5943, 5.3345], [-4.9327, 3.5729, -2.6323], [0.6503, -3.0887, 3.4633], [-2.1070, 2.5879, -1.2593], [-3.6591, 1.8119, 3.2917], [4.6615, 0.0368, -3.4776], [-3.0115, -0.8535, 2.9754], [-2.7836, 2.6862, -3.6664], [2.6855, -0.0232, -2.0242], [-2.3211, 1.4228, 3.4014], [-1.3712, -2.2089, 5.8972], [-1.0864, -1.5830, 0.4140], [0.1227, -3.7342, 0.8238], [1.0901, -4.3030, 2.9690], [1.6222, -0.2376, -5.6188], [-4.3405, -0.4560, 2.8734], [-1.2675, -2.0127, -0.5861], [-1.7314, 3.4679, 3.7799], [-0.4788, 2.5180, 2.9703], [-2.5220, 3.7363, -3.7954], [-2.3755, -1.8167, 6.1052], [0.8989, -2.8270, 4.4872], [1.6463, 1.1521, 4.5220], [-0.3271, -1.4401, 8.1932], [-1.4332, 1.3429, -2.6686], [-4.7323, 2.4991, -0.7594], [-5.0480, 4.2114, -0.5841], [-0.0703, -3.9868, -0.2142], [2.0470, -0.2688, -6.6170], [1.3473, 0.3019, 8.6958], [-2.7913, 3.9987, 0.0962], [-4.7286, 2.6167, -4.5535], [5.7396, 0.1025, -3.5540], [-3.9114, 2.8630, 3.4252], [-5.1127, -1.1928, 2.6718], [1.1777, -5.5493, 1.2014], [1.6456, -4.9867, 3.6016], [-1.9931, -1.1190, 0.8127], [2.3567, 1.6163, 6.8371], [-2.4057, 2.1624, -4.5371], [-1.3102, -0.3499, -3.9650], [-2.7531, -1.9003, 2.8355], [-1.1790, -3.0243, 6.6014], [-4.6912, 4.5762, -3.0125], [-2.6658, 4.6255, -1.5498], [-4.5152, 1.5221, -3.1905], [-0.7757, 2.2811, 4.6740], [-1.3774, -2.6316, 4.8959], [-5.6989, 1.2179, 2.9412], [-0.3939, -0.4360, -6.2733], [-6.0188, 3.4773, -2.6799]],
  "forces_ev_per_angstrom": [[-0.486, -0.324, 2.784], [0.005, -0.014, -0.098], [0.033, 0.019, 0.062], [-0.626, -0.258, 0.030], [-2.839, 2.252, -1.771], [3.900, -1.116, -3.459], [0.861, 0.197, -0.260], [-0.412, 0.371, 0.047], [0.167, -0.044, 0.003], [0.170, 0.027, 0.147], [0.044, -0.029, 0.091], [-0.500, -0.036, -0.127], [-0.200, -0.090, -0.186], [0.207, 0.069, -0.089], [0.183, -0.098, -0.025], [-0.186, -0.151, -0.063], [-0.156, -0.173, -0.008], [-0.104, -0.024, -0.088], [0.413, 0.038, -0.422], [-0.032, -0.092, 0.082], [-0.029, -0.160, 0.043], [-0.853, -0.056, 0.104], [0.128, -0.079, 0.091], [-0.001, -0.117, 0.170], [-0.046, -0.012, -0.130], [-0.326, -0.043, 0.008], [-0.094, -0.113, 0.134], [0.058, 0.006, -0.024], [-0.049, -0.101, 0.060], [0.102, 0.080, 0.022], [-0.055, -0.063, -0.173], [0.758, -0.656, 0.384], [0.023, -0.098, -0.010], [0.046, -0.003, 0.694], [0.095, -0.003, 0.094], [0.213, -0.171, 0.379], [-0.937, 0.037, 1.246], [0.149, 0.136, 0.054], [-0.079, 0.253, 0.023], [-0.219, -0.597, 0.031], [-0.064, 0.350, 0.240], [-0.104, 0.121, -0.192], [0.406, 0.040, -0.102], [0.109, 0.149, 0.030], [0.066, 0.151, 0.362], [0.001, -0.070, -0.022], [-0.075, -0.056, -0.021], [0.050, 0.120, -0.019], [0.157, -0.044, -0.044], [-0.011, 0.012, -0.085], [0.032, 0.047, -0.073], [0.053, 0.108, -0.125], [0.047, 0.016, 0.021], [0.029, 0.090, -0.022], [-0.026, 0.038, -0.001], [-0.006, 0.000, 0.058], [-0.037, 0.000, 0.122], [-0.044, -0.027, -0.071], [-0.022, 0.060, 0.156], [0.025, 0.039, 0.033], [-0.066, -0.016, 0.085], [0.030, -0.156, -0.017], [0.100, 0.093, 0.019], [-0.069, 0.198, 0.084], [-0.052, 0.062, -0.079], [0.229, -0.010, -0.061], [-0.082, -0.110, -0.048], [0.036, -0.109, -0.122], [0.085, 0.011, -0.009], [-0.006, 0.099, 0.038], [-0.028, 0.122, -0.056], [-0.057, -0.109, 0.023], [-0.046, -0.111, 0.056], [-0.019, 0.096, -0.075], [-0.097, -0.026, -0.024], [-0.006, 0.099, -0.006], [0.123, -0.038, 0.029], [0.014, 0.010, 0.045], [-0.002, -0.010, 0.022]],
  "lowdin_charge": [1.929, 0.769, 0.783, 1.031, -0.373, -0.626, 0.110, 0.115, -0.091, -0.322, -0.107, -0.639, -0.084, -0.360, -0.172, -0.061, -0.084, -0.184, -0.611, -0.256, -0.369, -0.127, -0.163, -0.181, -0.092, -0.055, -0.312, -0.051, -0.129, -0.207, -0.135, -0.434, -0.063, -0.172, -0.109, -0.153, -0.409, -0.273, -0.048, -0.294, -0.066, -0.115, -0.038, -0.082, 0.025, 0.075, 0.051, 0.123, 0.090, 0.092, 0.088, 0.112, 0.099, 0.125, 0.112, 0.100, 0.079, 0.102, 0.118, 0.114, 0.095, 0.104, 0.103, 0.097, 0.090, -0.002, 0.102, 0.115, 0.108, 0.106, 0.084, 0.117, 0.132, 0.124, 0.070, 0.049, 0.098, 0.105, 0.111],
  "lumo_energy_ha": -0.0028,
  "relative_energy_kj_mol": 165.4,
  "homo_energy_ha": -0.208
}